ORCA calculation (ωB97M-V/def2-TZVPD) on C7H5NO in the gas phase at a distorted geometry.

Geometry as XYZ:
```
14
Properties=species:S:1:pos:R:3:forces:R:3:mulliken_charge:R:1
C 1.244346 0.732812 0.216294 0.3 1.1 -2.3 0.1253
C 2.238717 -0.343161 -0.041438 1.2 -2.3 -0.8 -0.3993
C 2.926471 -1.277149 -0.469059 -0.8 1.1 0.4 0.1263
C -0.133409 0.410632 0.629751 -1.2 1.0 1.9 0.1150
C -0.506911 -0.999838 0.779349 -1.5 0.3 2.5 -0.7196
C -1.108980 -0.202784 -0.347627 0.4 -0.6 -0.9 -0.0562
C -2.553791 -0.121205 -0.379792 1.8 0.9 0.6 -0.0623
H 3.547370 -2.116924 -0.902950 -1.1 1.6 0.9 0.3568
H -0.646224 1.185996 1.209208 0.8 -0.3 0.3 0.4326
H -1.130021 -1.121290 1.734554 0.5 -0.3 -2.0 0.2528
H 0.275080 -1.699172 0.707323 0.6 -0.9 -0.6 0.2778
H -0.657472 -0.028320 -1.311602 -0.1 -1.3 -0.5 0.4187
N -3.688274 -0.044510 -0.341808 -1.4 -0.1 -0.1 -0.3957
O 1.473817 1.861929 -0.171094 0.5 -0.4 0.7 -0.4721
```
Forces are in eV/Å.

Results
E_HOMO: -0.3929 Eh
2S+1: 1
Total charge: 0
ΔE to the lowest compared entry with this formula, charge and spin: 89.3 kcal per mole



ORCA calculation (ωB97M-V/def2-TZVPD) on C21H27ClN2O5 in the gas phase.

Geometry as XYZ:
```
56
Properties=species:S:1:pos:R:3:forces:R:3:mulliken_charge:R:1
C -6.862510 1.535666 0.690189 0.0 0.0 0.0 -0.7292
O -6.301143 0.557632 -0.183772 0.0 0.0 0.0 -0.5761
C -5.007837 0.230663 0.115216 0.0 0.0 0.0 0.1407
C -3.967403 0.836479 -0.593547 0.0 0.0 0.0 0.7613
C -4.270878 1.862587 -1.648013 0.0 0.0 0.0 -1.5620
C -2.665027 0.457509 -0.311549 0.0 0.0 0.0 -0.5693
C -2.381883 -0.494508 0.661301 0.0 0.0 0.0 0.3921
C -0.939408 -0.824255 0.893222 0.0 -0.2 -0.1 0.2892
O -0.105590 -0.650900 0.018725 0.1 0.1 0.0 -0.6148
N -0.596304 -1.322224 2.106542 0.0 0.0 0.0 -0.1176
C 0.807310 -1.539259 2.424337 0.0 0.0 0.0 -0.7427
C 1.360593 -2.831697 1.835573 0.0 0.0 0.0 -0.4629
C 2.861047 -2.921553 2.019506 0.0 0.0 0.0 -0.8434
O 3.465888 -1.925728 1.218302 0.0 0.0 0.0 -0.0346
C 4.822423 -1.715267 1.522703 0.0 0.0 0.0 -0.4381
C 5.371582 -0.668880 0.574711 0.0 0.2 -0.1 -0.9098
N 5.564266 -1.142327 -0.780382 -0.1 -0.1 0.0 -0.1392
C 4.634966 -1.098081 -1.783781 0.0 -0.1 0.1 0.3007
O 4.716495 -1.810135 -2.765125 0.0 0.1 0.0 -0.6368
C 3.558595 -0.128764 -1.634338 0.0 0.0 0.0 0.1128
C 2.618328 0.615563 -1.586876 0.0 0.0 -0.1 -0.6731
C 1.452485 1.483946 -1.574576 0.0 0.0 0.0 1.1741
C 1.706923 2.955142 -1.923540 0.0 0.0 0.0 -0.8517
C 0.300304 3.428230 -2.298730 0.0 0.0 0.0 -0.4442
O -0.447105 2.264338 -2.671829 0.0 0.0 0.0 -0.4079
C 0.410802 1.129114 -2.634439 0.0 0.0 0.0 -0.6825
C -3.418191 -1.104865 1.352333 0.0 0.0 0.0 -0.6169
C -4.723679 -0.739826 1.070923 0.0 0.0 0.0 0.0882
Cl -6.024762 -1.531061 1.901927 0.0 0.0 0.0 -0.2143
H -7.877544 1.712246 0.344610 0.0 0.0 0.0 0.2726
H -6.885134 1.172533 1.719377 0.0 0.0 0.0 0.2910
H -6.292620 2.467252 0.644758 0.0 0.0 0.0 0.2628
H -3.364732 2.125708 -2.191805 0.0 0.0 0.0 0.3855
H -5.016069 1.488568 -2.349411 0.0 0.0 0.0 0.3519
H -4.676065 2.775274 -1.206112 0.0 0.0 0.0 0.3047
H -1.841648 0.903291 -0.857110 0.0 0.0 0.0 0.5474
H -1.283845 -1.352331 2.837250 0.0 0.0 0.0 0.2705
H 1.378390 -0.701489 2.021896 0.0 0.0 0.0 0.1841
H 0.908470 -1.538641 3.511061 0.0 0.0 0.0 0.4828
H 0.883569 -3.695936 2.304064 0.0 0.0 0.0 0.3557
H 1.136348 -2.857072 0.767709 0.0 0.0 0.0 0.2858
H 3.128433 -2.759891 3.075409 0.0 0.0 0.0 0.3957
H 3.234055 -3.913030 1.734608 0.0 0.0 0.0 0.3746
H 4.932672 -1.363544 2.558874 0.0 0.0 0.0 0.3983
H 5.391176 -2.652717 1.430636 0.0 0.0 0.0 0.3199
H 4.679434 0.173507 0.544016 0.0 0.0 0.0 0.2662
H 6.324996 -0.300626 0.958331 0.0 0.0 0.0 0.4089
H 6.218435 -1.900043 -0.916312 0.0 0.0 0.0 0.2405
H 0.976247 1.404683 -0.595027 0.0 0.0 0.0 0.0895
H 2.136722 3.522120 -1.099467 0.0 0.0 0.0 0.3424
H 2.385007 3.014852 -2.775648 0.0 0.0 0.0 0.3884
H -0.206333 3.896652 -1.450702 0.0 0.0 0.0 0.2656
H 0.307145 4.138733 -3.127959 0.0 0.0 0.0 0.3155
H 0.896155 0.970474 -3.604287 0.0 0.0 0.0 0.3902
H -0.174015 0.251099 -2.369939 0.0 0.0 0.0 0.2768
H -3.239526 -1.889194 2.076187 0.0 0.0 0.0 0.5406
```
Forces are in eV/Å.

Results
E_HOMO: -0.3368 Eh
2S+1: 1
Total charge: 0
ΔE to the lowest compared entry with this formula, charge and spin: 46.0 kcal per mole



ORCA calculation (ωB97M-V/def2-TZVPD) on 2 unconnected molecules or ions with the total composition C12H21N3O3 at a distorted geometry.

Geometry as XYZ:
```
39
Properties=species:S:1:pos:R:3:forces:R:3:mulliken_charge:R:1
C 2.621394 0.214735 -0.953574 -0.6 -0.9 -0.6 -0.4584
O 2.583358 1.247619 0.056232 -1.0 0.1 0.0 -0.3940
C 1.247804 1.504215 0.455177 -0.4 -0.2 0.0 -0.5316
C 0.421199 2.385167 -0.608824 0.0 -0.6 -0.4 -0.4944
C -0.844452 1.541285 -1.069119 -0.5 0.5 0.1 -0.5812
C -2.137025 2.449254 -1.409225 -0.5 -0.6 1.1 -0.6874
C -3.320180 1.891363 -0.530981 -0.9 -1.4 -2.4 -0.1287
N -3.771129 2.312618 0.742448 -1.4 -3.3 -2.9 -0.0351
C -4.851560 1.497890 1.054725 0.8 0.9 0.3 -0.2705
N -5.098256 0.582902 0.053568 1.4 1.8 0.3 -0.0616
C -4.163633 0.781230 -1.009237 1.8 3.3 2.2 0.3793
N -4.023987 0.119729 -2.281807 -0.9 -1.4 2.6 -0.4422
C -3.853082 -1.130070 -2.137246 1.3 1.1 -1.0 0.6784
O -3.501480 -2.225618 -2.156070 -0.9 0.5 0.1 -0.2794
H 1.907150 -0.661932 -0.713468 1.4 1.3 0.0 0.2818
H 3.666216 -0.199735 -0.952212 -1.2 0.5 -0.2 0.1970
H 2.311735 0.619767 -1.977903 0.7 -0.1 1.0 0.1852
H 1.186500 2.031198 1.457573 0.6 -0.5 -1.1 0.2796
H 0.755425 0.485869 0.620000 0.4 1.2 -0.3 0.3486
H 1.043494 2.619198 -1.532079 -0.5 -0.4 1.3 0.2865
H 0.144827 3.402216 -0.177879 0.1 -1.3 -0.4 0.3485
H -0.635887 0.892468 -1.973015 0.0 0.7 1.1 0.3154
H -1.152101 0.836226 -0.233103 0.5 0.8 -1.0 0.3681
H -2.449073 2.338810 -2.490501 0.3 0.2 1.3 0.3407
H -1.968565 3.541768 -1.171093 -0.1 -1.2 -0.3 0.4619
H -3.316214 3.067140 1.257480 -0.6 -0.4 0.1 0.2804
H -5.370736 1.681831 2.025079 0.2 -0.8 -1.3 0.3923
H -5.845043 -0.116414 0.068411 0.4 0.5 0.2 0.2604
C 3.470729 -2.246081 2.372278 0.3 -0.5 0.7 -1.3014
C 2.832043 -3.075341 1.240659 1.3 1.0 -0.7 0.3687
C 3.926580 -3.924148 0.565278 0.3 -0.7 0.5 -1.3229
O 2.330946 -2.224276 0.323811 -1.2 -0.1 -0.2 -0.8651
H 4.250668 -1.572977 2.001375 -0.2 -0.1 -0.2 0.2688
H 2.721014 -1.640546 2.892260 -0.1 0.0 -0.2 0.2858
H 3.935447 -2.904733 3.120723 0.0 0.1 0.1 0.4272
H 2.152890 -3.798532 1.740819 -0.5 -0.1 -0.1 0.1267
H 4.721543 -3.306248 0.134918 -0.2 0.2 0.0 0.2849
H 3.510103 -4.544514 -0.234525 -0.1 0.2 0.0 0.3024
H 4.396257 -4.601524 1.293486 0.1 -0.1 0.0 0.3854
```
Forces are in eV/Å.

Results
E_HOMO: -0.1650 Eh
2S+1: 1
Total charge: 0
ΔE to the lowest compared entry with this formula, charge and spin: 187.4 kcal per mole



no.,DFT total energy (hartree),frontier orbital gap (eV)
1,-399.5800,10.15
2,-1762.2718,9.74
3,-859.5755,2.85